# 1
ORCA calculation (ωB97M-V/def2-TZVPD) on a molecular structure, C49H37F5N5OPPdS2.

CARTESIAN COORDINATES (ANGSTROEM)
1 Pd -0.627 -1.531 0.693
2 S -0.199 -2.006 2.860
3 S -1.991 -2.045 -2.123
4 P -1.256 2.610 0.960
5 F -0.940 -4.670 0.403
6 F -3.113 -6.245 0.358
7 F -5.591 -5.176 0.695
8 F -3.706 -0.907 1.139
9 F -5.866 -2.501 1.099
10 O -1.718 1.347 0.318
11 N 1.825 -0.441 1.997
12 N 1.215 -0.484 0.820
13 N 1.804 -1.067 4.249
14 N 3.123 -0.960 4.286
15 N -1.147 -0.948 -1.274
16 C -1.574 1.217 3.281
17 C 2.718 4.168 -0.710
18 C 5.974 -2.679 1.746
19 C 1.473 0.590 -1.333
20 C -4.646 -3.027 0.931
21 C -2.465 3.933 0.716
22 C -3.221 6.207 0.949
23 C -1.047 2.383 2.736
24 C 3.435 -0.176 -0.150
25 C -2.248 5.241 1.144
26 C 0.576 -3.078 -2.124
27 C -4.637 4.572 -0.104
28 C -1.101 -4.259 -3.409
29 C -3.516 -2.229 0.956
30 C -0.270 3.051 4.914
31 C 1.514 2.905 0.941
32 C -0.793 1.880 5.454
33 C -1.437 0.031 -5.544
34 C -0.157 -5.198 -3.783
35 C 1.519 4.547 -1.300
36 C -2.237 -2.725 0.780
37 C 3.660 0.884 -2.302
38 C -1.441 0.965 4.640
39 C -3.664 3.602 0.093
40 C 2.716 3.349 0.407
41 C 1.153 -5.083 -3.328
42 C 2.045 -0.028 -0.217
43 C -2.144 -4.093 0.592
44 C 3.739 -2.669 2.649
45 C 4.065 -1.558 3.423
46 C 4.229 0.273 -1.193
47 C 0.307 3.286 0.359
48 C -0.719 -3.207 -2.586
49 C 2.280 1.045 -2.361
50 C 1.237 -1.104 2.984
51 C -3.505 -1.343 -4.283
52 C 5.348 -1.025 3.376
53 C -2.246 -1.267 -3.714
54 C -3.248 -4.928 0.557
55 C 1.515 -4.029 -2.507
56 C -3.728 -0.726 -5.510
57 C 4.696 -3.218 1.810
58 C -0.392 3.300 3.557
59 C -1.205 -0.581 -4.326
60 C -4.511 -4.388 0.726
61 C -4.416 5.872 0.324
62 C 6.298 -1.587 2.539
63 C 0.317 4.108 -0.768
64 C -2.697 -0.045 -6.135
65 H 7.293 -1.163 2.501
66 H -4.706 -0.775 -5.968
67 H 0.853 -2.244 -1.495
68 H -2.064 0.504 2.629
69 H -3.819 2.579 -0.228
70 H 2.751 -3.103 2.709
71 H -0.640 0.569 -6.039
72 H 6.715 -3.112 1.088
73 H -5.175 6.629 0.172
74 H 4.286 1.237 -3.112
75 H 3.877 -0.652 0.714
76 H 1.889 -5.821 -3.617
77 H 4.438 -4.078 1.207
78 H -0.617 4.407 -1.228
79 H 1.525 2.241 1.798
80 H -4.301 -1.871 -3.773
81 H -1.313 5.510 1.621
82 H 3.648 3.033 0.857
83 H 3.470 -0.623 5.172
84 H -1.788 -0.184 -1.029
85 H -5.569 4.310 -0.589
86 H 5.589 -0.157 3.978
87 H 5.303 0.140 -1.136
88 H -1.828 0.043 5.053
89 H 1.829 1.547 -3.208
90 H -2.124 -4.338 -3.759
91 H 2.535 -3.934 -2.155
92 H -0.683 1.679 6.512
93 H 1.520 5.185 -2.175
94 H -2.871 0.437 -7.088
95 H 0.404 0.727 -1.363
96 H 3.657 4.506 -1.130
97 H -0.239 -0.531 -3.837
98 H 0.042 4.200 3.137
99 H -0.443 -6.020 -4.425
100 H 0.242 3.761 5.549
101 H -3.048 7.222 1.282

## Properties
Lowest unoccupied orbital energy (spin up / spin down) (eV): 0.38 / -1.43
<S²>: 2.0281
2S+1: 3
Total charge: 0

These are the Mulliken partial charges, in e, on atoms 1 to 4: 0.6613, -0.6238, 0.1675, 1.2799

***

# 2
ORCA calculation (ωB97M-V/def2-TZVPD) on a molecular structure, C49H38CsN7O2SSi.

CARTESIAN COORDINATES (ANGSTROEM)
1 Cs -0.078 -0.437 0.088
2 S 3.061 -2.904 2.781
3 Si -1.940 2.005 3.027
4 O -2.550 -1.728 -0.433
5 O -2.006 -2.981 1.336
6 N 1.750 1.710 -1.636
7 N 0.776 -4.131 1.904
8 N 2.985 -1.602 -0.312
9 N 2.161 -3.668 0.316
10 N 2.475 1.458 0.981
11 N -3.383 -0.222 2.084
12 N 0.301 -0.153 -2.959
13 C 2.249 2.804 -0.996
14 C 3.099 0.256 -5.356
15 C -2.704 -2.115 0.751
16 C 3.168 5.068 0.496
17 C -0.031 -1.673 -4.775
18 C 4.680 -1.377 -1.984
19 C 2.388 4.066 -1.565
20 C 2.829 5.174 -0.826
21 C -2.050 4.683 4.187
22 C 3.983 -3.552 -1.288
23 C -0.440 6.418 3.733
24 C -1.377 3.792 3.347
25 C 3.058 3.807 1.130
26 C 1.901 -0.225 -4.771
27 C -4.220 0.460 2.862
28 C 4.780 -2.753 -2.097
29 C 0.725 -0.706 5.808
30 C 1.116 -1.235 -5.375
31 C 1.079 -4.330 -0.259
32 C 1.438 0.298 -3.540
33 C 2.178 1.350 -2.842
34 C -0.397 -1.093 -3.544
35 C 0.118 -4.163 3.194
36 C 2.592 2.686 0.406
37 C -6.218 0.694 4.270
38 C -0.880 0.903 4.145
39 C -5.025 -1.913 1.830
40 C 1.135 0.575 5.471
41 C -1.281 -0.387 4.513
42 C -5.891 -1.218 2.656
43 C 3.104 -2.915 -0.434
44 C -5.435 1.500 5.129
45 C 0.221 -4.606 0.735
46 C 3.784 -0.851 -1.059
47 C -3.771 1.816 3.353
48 C 3.295 2.363 3.038
49 C 3.406 3.603 2.487
50 C -4.195 1.967 4.800
51 C 2.814 1.305 2.233
52 C -1.588 5.980 4.379
53 C 1.981 -3.552 1.667
54 C 0.335 1.366 4.655
55 C -0.234 4.263 2.694
56 C -3.756 -1.401 1.580
57 C 3.788 1.246 -4.698
58 C 0.238 5.554 2.883
59 C 3.355 1.792 -3.488
60 C -0.491 -1.177 5.336
61 C -5.503 -0.005 3.253
62 H 3.550 2.178 4.073
63 H 0.673 2.367 4.408
64 H 2.711 0.305 2.647
65 H 1.443 -1.652 -6.323
66 H -0.647 -2.445 -5.217
67 H 4.712 1.623 -5.129
68 H -0.920 -3.870 3.042
69 H -1.522 1.857 1.612
70 H -0.770 -5.015 0.716
71 H 0.613 -3.437 3.834
72 H 2.123 4.187 -2.608
73 H 2.080 0.958 5.839
74 H -4.282 2.583 2.727
75 H 3.516 5.924 1.064
76 H -6.870 -1.630 2.884
77 H -7.161 0.290 4.622
78 H 3.948 2.561 -3.011
79 H 3.701 0.219 -0.927
80 H -0.829 -2.172 5.600
81 H 3.754 4.448 3.073
82 H 5.252 -0.705 -2.607
83 H 0.302 3.610 2.011
84 H -2.216 -0.782 4.146
85 H -3.555 2.437 5.537
86 H -1.292 -1.429 -3.024
87 H 0.994 -4.452 -1.324
88 H 5.466 -3.201 -2.805
89 H 1.125 5.883 2.354
90 H -2.955 4.361 4.688
91 H -2.132 6.653 5.034
92 H 0.209 -5.153 3.646
93 H 3.443 -0.155 -6.298
94 H -0.082 7.430 3.884
95 H -5.813 1.701 6.131
96 H 4.018 -4.633 -1.313
97 H 2.900 6.137 -1.321
98 H 1.350 -1.333 6.434
99 H -5.316 -2.861 1.391

## Properties
Lowest unoccupied orbital energy (eV): 3.53
2S+1: 1
Total charge: -2

These are the Mulliken partial charges, in e, on atoms 1 to 4: 1.0958, -0.4628, 0.2406, -0.7213

***

# 3
ORCA calculation (ωB97M-V/def2-TZVPD) on a molecular structure, C49H38GeMnN3O2PSSbSe5 at a distorted geometry.

CARTESIAN COORDINATES (ANGSTROEM)
1 Sb -1.563 2.477 2.493
2 Se 0.959 4.403 0.858
3 Se -2.505 -0.860 1.626
4 Se -0.103 2.474 0.126
5 Se 0.102 4.663 2.972
6 Se -3.643 3.436 1.785
7 Ge 0.170 -3.780 -0.217
8 Mn 0.136 -0.120 0.017
9 S 0.072 0.403 -2.393
10 P 2.375 -0.231 0.211
11 O 0.142 0.161 4.149
12 O 0.029 -0.084 1.977
13 N -4.202 -0.613 1.343
14 N -2.066 -1.169 -2.456
15 N -2.030 0.152 0.225
16 C -3.158 -0.050 -4.677
17 C 2.206 -5.449 1.273
18 C 2.209 -0.172 3.065
19 C -2.784 -3.777 -0.009
20 C 3.550 2.292 0.470
21 C 4.686 -3.497 -0.882
22 C 1.235 -3.568 2.392
23 C 3.234 1.256 -0.406
24 C 4.081 3.479 -0.013
25 C 3.921 2.644 -2.252
26 C -3.298 -1.562 -2.848
27 C -4.018 -4.213 0.447
28 C 0.789 -5.368 -4.665
29 C -5.630 1.630 -1.135
30 C 2.779 -4.981 3.563
31 C 1.637 -5.809 -3.661
32 C -3.874 -1.025 -3.955
33 C 4.203 -0.212 4.431
34 C -4.359 0.238 0.335
35 C 4.388 -0.339 2.048
36 C -1.375 -0.173 -3.063
37 C 0.705 -0.037 3.085
38 C 2.995 -0.288 1.917
39 C 4.081 -2.525 -0.098
40 C -1.606 -4.382 0.417
41 C -4.083 -5.261 1.352
42 C 3.444 -2.754 -2.791
43 C 1.373 -4.335 1.239
44 C 1.929 -3.886 3.549
45 C -1.930 0.365 -4.243
46 C 2.831 -0.116 4.312
47 C -3.140 0.674 -0.306
48 C 3.175 -1.633 -0.664
49 C -1.684 -5.424 1.338
50 C 3.427 1.443 -1.776
51 C 1.487 -5.337 -2.365
52 C -0.204 -4.444 -4.373
53 C 2.818 -1.801 -2.007
54 C 4.987 -0.337 3.292
55 C -3.209 1.619 -1.356
56 C 4.256 3.664 -1.374
57 C -2.916 -5.859 1.803
58 C -4.431 2.084 -1.741
59 C -5.608 0.727 -0.118
60 C 0.485 -4.423 -2.059
61 C 0.094 -1.788 -0.177
62 C 2.909 -5.765 2.426
63 C 4.404 -3.586 -2.236
64 C -0.354 -3.978 -3.076
65 H -4.926 -3.735 0.105
66 H -3.599 0.386 -5.563
67 H 4.346 4.263 0.683
68 H -4.858 -1.335 -4.269
69 H 4.041 2.784 -3.319
70 H 4.649 4.600 -1.748
71 H 4.673 -0.164 5.404
72 H 3.392 2.178 1.534
73 H -0.861 -4.087 -5.156
74 H 0.547 -2.730 2.367
75 H 5.392 -4.183 -0.430
76 H -1.630 -1.519 -1.602
77 H 2.202 0.014 5.183
78 H 2.296 -6.091 0.406
79 H -0.773 -5.890 1.694
80 H -4.491 2.840 -2.512
81 H 3.550 -6.637 2.440
82 H -2.728 -2.954 -0.714
83 H -1.138 -3.264 -2.850
84 H -5.043 -5.608 1.711
85 H -2.302 2.019 -1.788
86 H 2.420 -6.520 -3.889
87 H -1.369 1.132 -4.755
88 H 6.063 -0.406 3.374
89 H 3.177 -2.856 -3.835
90 H -6.572 2.042 -1.470
91 H 3.330 -5.230 4.461
92 H 5.005 -0.348 1.159
93 H 1.799 -3.289 4.440
94 H 4.920 -4.313 -2.849
95 H 4.321 -2.476 0.955
96 H -2.966 -6.666 2.522
97 H 0.899 -5.746 -5.672
98 H 2.036 -1.184 -2.428
99 H -3.788 -2.310 -2.241
100 H 2.156 -5.677 -1.587
101 H -6.511 0.399 0.377
102 H 3.199 0.647 -2.472

## Properties
Lowest unoccupied orbital energy (eV): -1.08
2S+1: 1
Total charge: 0

These are the Mulliken partial charges, in e, on atoms 1 to 4: 0.5765, -0.1851, 0.6025, 0.0032

***

The records above give, respectively, electronic energy values of -4003.32885; -3131.78712; -18419.62402 Eh.